No. 1
A structure of composition C36H35AuFN3O2S3Se in a non-equilibrium geometry, computed with the ωB97M-V functional and the def2-TZVPD basis.

* charge: 0
* multiplicity: 1
* HOMO level: -0.2311 Ha
* lowest unoccupied orbital energy: -0.06419 Ha

Structure (XYZ):
```
82
Properties=species:S:1:pos:R:3:forces:R:3:lowdin_charge:R:1
Au 0.056 -1.357 -0.101 0.3 -0.7 -0.6 0.587
C 1.519 -0.034 -2.820 0.0 0.0 0.0 -0.087
C 2.985 0.133 -2.419 0.0 -0.1 0.0 -0.358
C 3.779 -1.109 -2.835 0.0 0.0 0.0 -0.057
C 3.220 0.596 -0.981 0.0 0.1 -0.1 -0.147
C 3.959 1.772 -0.854 0.0 0.0 0.0 -0.053
C 4.276 2.314 0.377 -0.1 0.0 0.0 -0.090
C 3.797 1.697 1.518 -0.1 0.1 0.0 -0.051
C 3.031 0.535 1.453 0.1 0.1 0.1 -0.155
C 2.598 -0.055 2.792 0.0 -0.1 0.0 -0.363
C 3.274 -1.387 3.130 0.0 0.0 0.0 -0.054
C 1.086 -0.164 2.995 0.0 0.1 -0.1 -0.082
C 2.775 -0.044 0.194 0.0 -0.3 0.1 -0.246
N 2.127 -1.309 0.150 -0.3 0.5 -0.1 -0.088
C 2.941 -2.407 0.054 0.1 -0.1 0.3 -0.283
C 4.351 -2.320 0.080 -0.1 0.0 0.0 -0.061
C 5.170 -3.432 0.005 0.0 -0.1 0.0 -0.104
C 4.633 -4.707 -0.100 0.1 0.0 0.0 -0.116
C 3.252 -4.839 -0.096 0.0 0.0 0.0 -0.036
C 2.450 -3.725 -0.005 0.1 0.0 0.0 -0.237
F 1.108 -3.939 0.039 0.0 0.0 0.0 -0.017
H 1.435 -0.029 -3.910 0.0 0.0 0.0 0.079
H 0.895 0.772 -2.426 0.0 0.0 0.0 0.040
H 1.118 -0.982 -2.465 0.0 0.0 0.0 0.030
H 3.376 0.956 -3.024 0.0 0.0 0.0 0.115
H 3.330 -2.022 -2.447 0.0 0.0 0.0 0.071
H 4.811 -1.065 -2.488 0.0 0.0 0.0 0.081
H 3.790 -1.181 -3.926 0.0 0.0 0.0 0.079
H 4.306 2.267 -1.755 0.0 0.0 0.0 0.106
H 4.869 3.218 0.445 0.0 0.0 0.0 0.097
H 4.032 2.114 2.491 0.0 0.0 0.0 0.106
H 2.951 0.670 3.532 0.0 0.0 0.0 0.117
H 2.805 -2.217 2.603 0.0 0.0 0.0 0.072
H 3.188 -1.579 4.202 0.0 0.0 0.0 0.078
H 4.333 -1.377 2.872 0.0 0.0 0.0 0.081
H 0.654 -0.944 2.368 0.0 0.0 0.0 0.029
H 0.581 0.777 2.765 0.0 0.0 0.0 0.044
H 0.873 -0.421 4.035 0.0 0.0 0.0 0.080
H 4.802 -1.341 0.165 0.0 0.0 0.0 0.113
H 6.244 -3.296 0.031 0.0 0.0 0.0 0.099
H 5.268 -5.579 -0.172 0.0 0.0 0.0 0.091
H 2.773 -5.808 -0.155 0.0 0.0 0.0 0.113
O -4.596 -2.716 2.956 0.0 0.0 0.0 -0.268
S -4.716 -2.090 1.678 0.1 0.0 0.0 0.655
O -5.528 -0.885 1.602 0.0 0.0 0.0 -0.341
N -3.265 -1.739 0.999 -0.1 0.2 0.0 -0.111
C -3.125 -2.346 -0.153 0.0 -0.1 -0.1 -0.795
S -1.824 -2.183 -1.219 0.0 0.2 0.3 0.615
C -4.256 -3.263 -0.519 0.1 0.0 0.0 -0.232
C -4.366 -4.125 -1.597 0.0 0.0 0.0 -0.026
C -5.483 -4.947 -1.668 0.0 0.0 0.0 -0.058
C -6.463 -4.916 -0.679 0.0 0.0 0.0 -0.064
C -6.355 -4.050 0.402 0.0 0.0 0.0 -0.031
C -5.243 -3.235 0.445 0.0 -0.1 0.0 -0.228
H -3.589 -4.162 -2.349 0.0 0.0 0.0 0.100
H -5.586 -5.634 -2.498 0.0 0.0 0.0 0.108
H -7.312 -5.584 -0.746 0.0 0.0 0.0 0.107
H -7.106 -4.020 1.179 0.0 0.0 0.0 0.122
Se -0.077 2.302 0.153 -0.5 -1.1 0.4 0.820
C 0.186 4.141 -0.234 -0.7 0.2 -0.6 -0.599
C 0.298 4.602 -1.545 0.1 -0.1 0.0 -0.116
C 0.541 5.945 -1.783 0.0 0.0 0.0 -0.077
C 0.682 6.823 -0.716 0.0 0.0 0.0 -0.077
C 0.576 6.363 0.588 0.1 0.0 0.0 -0.077
C 0.313 5.024 0.833 0.0 -0.1 0.1 -0.124
H 0.210 3.902 -2.366 0.0 0.0 0.0 0.107
H 0.630 6.305 -2.799 0.0 0.0 0.0 0.107
H 0.871 7.872 -0.904 0.0 0.0 0.0 0.106
H 0.691 7.049 1.417 0.0 0.0 0.0 0.107
H 0.226 4.653 1.847 -0.1 0.0 0.0 0.101
S -2.021 1.249 -0.695 1.0 0.6 -0.1 0.585
C -3.445 2.099 -0.191 -0.1 0.7 0.5 -0.603
N -4.409 1.396 0.436 0.0 -0.2 -0.3 0.097
C -5.582 1.916 0.831 -0.1 0.0 0.0 -0.025
C -5.848 3.244 0.626 0.1 0.1 -0.1 -0.021
C -4.871 4.022 0.002 -0.2 0.0 0.1 -0.020
C -3.682 3.460 -0.399 0.3 -0.2 -0.1 -0.051
H -4.284 0.385 0.575 0.1 0.0 0.3 0.109
H -6.255 1.218 1.305 0.0 0.0 0.0 0.124
H -6.791 3.663 0.940 0.0 0.0 0.0 0.118
H -5.056 5.073 -0.180 0.0 0.0 0.0 0.122
H -2.912 4.037 -0.891 0.0 0.0 0.0 0.111
```
Positions in Å, forces in eV/Å.

***

No. 2
The ion C8H7N2 with charge +1 in a non-equilibrium geometry, computed with the ωB97M-V functional and the def2-TZVPD basis.

* charge: +1
* multiplicity: 1
* HOMO level (alpha / beta): -0.4923 / -0.4491 Ha
* lowest unoccupied orbital energy (alpha / beta): -0.15902 / -0.26167 Ha

Structure (XYZ):
```
17
Properties=species:S:1:pos:R:3:forces:R:3:lowdin_charge:R:1
C 0.072 1.777 2.394 -2.0 -4.0 1.4 -0.004
C -0.777 0.796 3.126 2.1 1.8 -1.9 -0.035
C -0.148 -0.886 1.738 1.2 -2.3 -4.4 -0.107
C 0.547 -0.001 0.797 -0.5 -1.1 1.1 -0.203
C 0.694 1.226 1.341 0.1 0.9 -1.2 0.110
C 1.165 -0.671 -0.314 0.5 0.3 0.9 0.013
C 0.781 -0.980 -1.593 0.4 0.7 -0.1 -0.019
C -1.389 -0.114 -2.488 -3.9 1.2 0.1 0.118
N -0.824 -0.460 2.709 -1.3 0.7 3.0 0.067
N -0.288 -0.429 -2.141 4.4 -2.7 1.1 0.126
H 0.223 2.737 2.725 0.2 2.1 0.8 0.082
H -1.276 1.096 4.030 -0.4 0.0 0.1 0.116
H -0.154 -2.009 1.416 -0.2 2.0 1.0 0.165
H 2.119 -1.074 -0.061 0.7 -0.5 0.1 0.130
H 1.660 -1.505 -2.044 -1.8 0.3 -1.0 0.171
H -1.457 0.883 -2.863 -0.4 0.8 -0.8 0.119
H -2.371 -0.606 -2.256 1.0 -0.3 -0.3 0.153
```
Positions in Å, forces in eV/Å.

***

No. 3
A cluster of 2 separate species, CH4FINP in total in a non-equilibrium geometry, computed with the ωB97M-V functional and the def2-TZVPD basis.

* SMILES: C/N=P\F.I
* charge: 0
* multiplicity: 1
* HOMO level: -0.3701 Ha
* lowest unoccupied orbital energy: 0.00166 Ha

Structure (XYZ):
```
9
Properties=species:S:1:pos:R:3:forces:R:3:lowdin_charge:R:1
C -0.369 0.370 -0.278 0.5 2.0 0.6 -0.217
N -0.296 0.936 1.072 -0.1 -0.1 -0.8 -0.388
P -1.131 0.778 2.321 -1.5 -1.1 -0.8 0.850
F -2.421 -0.214 1.859 1.0 0.8 0.8 -0.454
H -1.013 -0.442 -0.448 -1.3 -0.9 0.1 0.053
H -0.482 1.143 -1.044 -0.5 0.1 0.4 0.049
H 0.599 0.065 -0.491 2.0 -1.0 -0.3 0.042
I -3.667 2.275 -0.658 -1.7 -0.2 0.8 0.486
H -2.300 2.426 -1.321 1.7 0.2 -0.8 -0.421
```
Positions in Å, forces in eV/Å.

***

No. 4
A structure of composition C19H42NO2P3STb in a non-equilibrium geometry, computed with the ωB97M-V functional and the def2-TZVPD basis.

* charge: +3
* multiplicity: 7
* HOMO level (alpha / beta): -0.6161 / -0.6161 Ha
* lowest unoccupied orbital energy (alpha / beta): -0.36052 / -0.35190 Ha

Structure (XYZ):
```
69
Properties=species:S:1:pos:R:3:forces:R:3:lowdin_charge:R:1
Tb -0.604 -0.299 -0.796 2.3 2.2 1.7 1.030
P 2.048 0.686 -0.015 0.7 0.3 0.9 0.738
P -2.407 1.865 -0.486 -1.5 1.3 0.8 0.729
P 0.399 1.498 -2.904 0.3 0.4 -0.8 0.699
H 1.081 -5.011 -0.077 0.4 0.2 -0.1 0.053
C 2.037 -4.546 -0.351 0.0 0.4 0.2 -0.073
C 2.736 -3.810 0.523 -0.2 -0.4 -0.2 -0.093
H 2.353 -3.639 1.538 0.3 -0.1 -0.4 0.054
C 2.582 -0.345 1.398 -0.1 -0.3 0.2 -0.259
C 1.679 2.280 0.840 -0.2 0.0 -0.2 -0.234
C 3.693 1.001 -0.761 -0.1 -0.1 -0.5 -0.240
C -4.175 1.765 -0.966 0.2 -0.5 -0.4 -0.244
C -2.633 1.980 1.337 0.3 -0.2 0.2 -0.257
C -2.101 3.642 -0.817 0.5 -0.1 -0.4 -0.248
C 1.773 0.664 -3.797 0.1 -0.3 0.1 -0.246
C 1.112 3.157 -2.572 -0.1 0.1 0.3 -0.253
C -0.747 1.906 -4.287 -0.5 -0.2 0.1 -0.247
H 2.401 -4.744 -1.362 0.0 0.0 0.4 0.054
H 3.746 -3.438 0.295 -0.6 -0.1 0.1 0.071
H 2.708 -1.388 1.077 0.1 0.4 0.1 0.006
H 1.816 -0.319 2.183 0.4 0.0 -0.2 0.039
H 3.537 0.035 1.789 -0.3 -0.1 -0.1 0.073
H 0.753 2.185 1.423 0.3 0.0 0.0 0.031
H 1.550 3.095 0.116 0.1 -0.2 0.2 0.030
H 2.507 2.524 1.519 -0.2 0.0 -0.2 0.076
H 4.055 0.071 -1.218 0.0 0.2 0.1 0.064
H 4.394 1.300 0.032 -0.3 0.0 -0.2 0.071
H 3.662 1.776 -1.535 0.1 -0.2 0.2 0.030
H -4.723 2.649 -0.617 0.2 -0.2 -0.1 0.073
H -4.615 0.863 -0.524 0.0 0.2 -0.1 0.052
H -4.248 1.691 -2.056 -0.2 0.1 0.2 0.051
H -3.194 2.894 1.569 0.1 -0.2 0.0 0.074
H -1.663 2.007 1.850 -0.3 0.1 0.0 0.038
H -3.195 1.114 1.705 0.0 0.1 -0.1 0.045
H -2.933 4.225 -0.405 0.2 -0.2 -0.1 0.072
H -2.021 3.823 -1.894 -0.1 0.1 0.2 0.052
H -1.167 3.957 -0.339 -0.2 0.0 -0.1 0.046
H 1.570 0.717 -4.873 0.2 0.0 0.3 0.058
H 1.833 -0.392 -3.498 0.1 0.2 -0.2 0.035
H 2.734 1.145 -3.579 -0.2 -0.1 -0.1 0.048
H 1.170 3.706 -3.522 0.1 -0.2 0.3 0.073
H 2.115 3.076 -2.138 -0.3 0.1 -0.1 0.029
H 0.465 3.715 -1.882 0.2 0.0 -0.3 0.023
H -0.468 1.329 -5.180 -0.2 0.2 0.3 0.055
H -0.714 2.983 -4.518 0.0 -0.4 0.0 0.063
H -1.772 1.629 -4.000 0.2 0.2 -0.3 0.028
C -0.911 -2.842 -3.976 0.2 -0.8 -1.9 -0.558
C -1.926 -2.464 -4.864 0.1 0.2 0.3 -0.089
C -1.915 -2.930 -6.190 0.1 -0.1 0.3 -0.038
C -0.927 -3.820 -6.622 0.0 0.3 0.3 -0.029
C 0.074 -4.215 -5.729 -0.2 -0.1 -0.1 -0.040
C 0.080 -3.743 -4.420 -0.1 0.4 0.6 -0.098
S -0.828 -2.335 -2.277 -1.6 0.4 -0.8 0.800
H -1.757 -1.191 -2.243 0.3 -2.5 -1.4 -0.076
H -2.721 -1.818 -4.499 0.0 0.0 -0.3 0.106
H -2.687 -2.615 -6.895 0.2 -0.1 0.4 0.127
H -0.947 -4.208 -7.644 0.0 0.2 0.4 0.132
H 0.838 -4.923 -6.059 -0.2 0.3 0.2 0.130
H 0.838 -4.074 -3.715 0.1 0.0 -0.2 0.102
N -2.790 -2.817 2.567 -0.1 -0.2 0.2 0.210
C -1.678 -1.862 2.927 -0.3 -0.5 0.5 0.003
C -1.333 -1.183 1.657 0.7 1.4 -1.6 -0.623
O -0.388 -0.335 1.548 -1.2 -1.2 0.4 -0.159
O -2.037 -1.502 0.634 0.3 0.2 0.4 -0.172
H -3.630 -2.305 2.247 0.4 -0.3 0.1 0.188
H -3.066 -3.414 3.349 0.1 0.0 0.1 0.191
H -2.476 -3.413 1.781 -0.4 0.2 0.3 0.184
H -2.028 -1.151 3.683 0.1 -0.2 -0.1 0.171
H -0.822 -2.430 3.305 -0.2 0.1 0.1 0.169
```
Positions in Å, forces in eV/Å.

***

No. 5
A structure of composition C2H4AsCl4F6NiO4PY in a non-equilibrium geometry, computed with the ωB97M-V functional and the def2-TZVPD basis.

* charge: +1
* multiplicity: 3
* HOMO level (alpha / beta): -0.4718 / -0.4718 Ha
* lowest unoccupied orbital energy (alpha / beta): -0.22619 / -0.23096 Ha

Structure (XYZ):
```
24
Properties=species:S:1:pos:R:3:forces:R:3:lowdin_charge:R:1
Y 4.804 10.487 -1.337 2.3 -1.2 -0.2 1.913
Ni 6.937 7.675 -2.503 -0.1 1.4 0.9 0.987
P 4.927 8.692 -3.217 4.8 2.4 0.5 0.232
O 4.143 10.005 -3.387 -2.5 -1.4 -0.1 -0.365
O 6.257 9.535 -2.710 2.2 2.2 -0.5 -0.500
O 5.744 7.805 -4.151 -2.3 -1.2 0.0 -0.263
O 4.941 8.238 -1.691 -3.6 -2.1 0.1 -0.410
As 8.145 9.297 0.556 1.0 0.3 0.6 0.771
F 8.854 10.334 -0.591 -0.1 -0.1 -0.3 -0.186
F 6.555 10.088 -0.021 -1.4 0.4 -0.2 -0.375
F 7.191 8.276 1.511 -0.3 -0.1 -0.1 -0.177
F 9.596 8.547 0.930 0.2 -0.3 0.0 -0.155
F 8.209 10.473 1.764 -0.1 0.3 0.1 -0.174
F 7.863 8.091 -0.773 -0.1 -0.5 -0.7 -0.281
C 5.634 10.687 -6.270 0.2 -0.3 0.1 -1.057
Cl 6.727 12.044 -6.541 -0.1 0.1 0.0 0.540
Cl 5.285 9.763 -7.733 -0.1 0.1 -0.1 0.567
H 6.136 9.998 -5.600 0.0 0.1 0.1 -0.014
H 4.711 11.049 -5.836 0.0 0.1 -0.1 0.015
C 5.302 6.207 -7.132 0.0 0.2 0.2 -1.080
Cl 3.987 5.108 -6.689 0.0 0.0 0.1 0.508
Cl 5.555 6.302 -8.868 0.0 0.0 -0.1 0.528
H 5.040 7.193 -6.767 0.0 0.0 -0.1 -0.050
H 6.219 5.873 -6.660 0.0 -0.1 -0.1 0.023
```
Positions in Å, forces in eV/Å.

***

No. 6
An isolated molecule of C3H6F2 in a non-equilibrium geometry, computed with the ωB97M-V functional and the def2-TZVPD basis.

* SMILES: FCCCF
* charge: 0
* multiplicity: 1
* HOMO level: -0.4273 Ha
* lowest unoccupied orbital energy: 0.03901 Ha

Structure (XYZ):
```
11
Properties=species:S:1:pos:R:3:forces:R:3:lowdin_charge:R:1
F 0.878 -1.055 1.794 -0.4 0.6 -0.9 -0.181
C -0.130 -0.334 0.908 3.5 -4.3 2.2 -0.153
C 0.413 -0.411 -0.493 0.0 -2.8 -1.3 -0.151
C -0.801 0.247 -1.228 0.0 -0.7 0.9 -0.225
F -0.353 1.518 -1.061 -0.9 3.5 0.8 -0.084
H 0.027 0.589 1.294 -0.5 3.1 0.9 0.079
H -0.955 -0.878 1.369 -0.8 0.4 -1.4 0.130
H 1.301 0.351 -0.607 -1.6 -2.0 0.2 0.152
H 0.738 -1.585 -0.811 -1.0 3.4 0.9 0.179
H -1.835 0.054 -0.674 2.1 0.5 -1.3 0.152
H -0.894 0.291 -2.290 -0.3 -1.6 -0.9 0.103
```
Positions in Å, forces in eV/Å.

***

Computed relative energy (zero: lowest compared OMol25 entry of this formula, charge and spin) (kJ/mol) in order:
0.0, 466.9, 120.8, 0.0, 41.6, 257.7
Computed electronic energy (a.u.) in order:
-5539.0981, -418.0676, -834.1656, -3200.2043, -6943.2483, -317.5454